#1
Here is an isolated ion of composition CH2NO2S2 and charge -1 from OMol25. Energies are from ωB97M-V/def2-TZVPD.

Structure (ORCA input):
```
! RIJCOSX wB97M-V def2-TZVPD def2/J DEFGRID3
* xyz -1 1
O 2.441 -0.818 0.456
C 1.960 0.191 -0.060
O 2.131 1.130 -0.739
N 0.193 0.039 0.281
S -0.285 -1.454 -0.321
S -0.701 1.449 0.027
H -0.206 -2.329 0.682
H -0.477 1.909 1.262
*
```

Molecular weight = 124.17 g mol⁻¹
Highest occupied orbital energy = -3.54 eV
Structure (SMILES) = O=C([O-])N(S)S
LUMO = 3.51 eV


#2
Here is a 2-piece molecular cluster, CH2NO2S2 overall from OMol25. Energies are from ωB97M-V/def2-TZVPD.

Structure (ORCA input):
```
! RIJCOSX wB97M-V def2-TZVPD def2/J DEFGRID3
* xyz -1 1
C 1.203 -0.912 0.482
N 1.390 0.332 0.077
O -1.975 1.467 0.175
O -3.472 -0.326 -0.273
S 2.171 -2.202 0.024
S -2.046 -0.030 -0.065
H 1.979 0.656 -0.732
H 0.751 1.015 0.313
*
```

Molecular weight = 124.17 g mol⁻¹
Highest occupied orbital energy (alpha / beta) = -2.49 / -1.70 eV
LUMO (alpha / beta) = 2.36 / 1.51 eV


What should be chosen as the least stable of them? Choose #2.


#1
Here is a 2-piece molecular cluster, NO4S overall from OMol25. Energies are from ωB97M-V/def2-TZVPD.

Structure (ORCA input):
```
! RIJCOSX wB97M-V def2-TZVPD def2/J DEFGRID3
* xyz -1 1
N -1.261 0.008 0.081
O 1.771 0.696 -1.077
O -1.839 -0.771 -0.679
O -1.866 0.838 0.777
O 1.842 -1.048 0.637
S 1.353 0.277 0.261
*
```

Molecular weight = 110.07 g mol⁻¹
Highest occupied orbital energy (alpha / beta) = -3.82 / -3.81 eV
LUMO (alpha / beta) = 3.60 / 3.60 eV


#2
Here is NO4S as an isolated structure from OMol25. Energies are from ωB97M-V/def2-TZVPD.

Structure (ORCA input):
```
! RIJCOSX wB97M-V def2-TZVPD def2/J DEFGRID3
* xyz -1 1
N 1.207 0.547 0.710
O -1.340 0.951 -0.020
O 0.871 0.372 -1.012
O 0.416 -0.479 1.165
O -0.795 -1.337 -0.664
S -0.359 -0.054 -0.179
*
```

Molecular weight = 110.07 g mol⁻¹
Highest occupied orbital energy = -3.39 eV
LUMO = 4.34 eV


What should be chosen as the least stable of them? Choose #2.


#1
Here is one molecule with the formula C2H8FP3 from OMol25. Energies are from ωB97M-V/def2-TZVPD.

Structure (ORCA input):
```
! RIJCOSX wB97M-V def2-TZVPD def2/J DEFGRID3
* xyz 0 1
F -1.260 -1.389 0.591
C -0.337 -0.526 1.131
C -0.180 0.709 0.164
P -1.790 1.652 -0.083
P 0.632 0.383 -1.516
P 2.364 -0.706 -0.737
H 0.667 -0.962 1.200
H -0.807 -0.161 2.015
H 0.303 1.456 0.784
H -2.613 0.496 0.166
H -2.086 1.686 1.372
H -0.263 -0.601 -1.798
H 2.091 -1.904 -1.606
H 3.279 -0.134 -1.683
*
```

Molecular weight = 144.01 g mol⁻¹
Highest occupied orbital energy = -9.10 eV
Structure (SMILES) = FC[C@H](P)[PH]#[PH2]
LUMO = 0.84 eV


#2
Here is a 2-piece molecular cluster, C2H8FP3 overall from OMol25. Energies are from ωB97M-V/def2-TZVPD.

Structure (ORCA input):
```
! RIJCOSX wB97M-V def2-TZVPD def2/J DEFGRID3
* xyz 0 1
H 0.498 -3.017 -1.022
P -0.813 -2.882 -0.551
C -0.491 -1.749 0.638
P 0.988 -0.831 1.080
H -1.362 -1.400 1.201
H 1.265 -1.583 2.235
H 1.878 -1.576 0.309
F -1.010 3.367 -0.523
C -1.216 2.048 -0.208
P 0.125 0.997 -0.996
H -2.200 1.758 -0.593
H -1.179 1.953 0.883
H 1.182 1.779 -0.540
H 0.068 1.680 -2.214
*
```

Molecular weight = 144.01 g mol⁻¹
Highest occupied orbital energy = -8.95 eV
Structure (SMILES) = [H]/P=C\P.FCP
LUMO = -0.13 eV


What should be chosen as the least stable of them? Choose #2.


#1
Here is C29H32AsCaI2N5O3S4 as an isolated structure from OMol25. Energies are from ωB97M-V/def2-TZVPD.

Structure (ORCA input):
```
! RIJCOSX wB97M-V def2-TZVPD def2/J DEFGRID3
* xyz 0 1
Ca 0.528 0.205 0.029
I 3.284 6.658 -2.951
C 2.749 4.663 -2.454
C 3.735 3.708 -2.281
C 3.346 2.434 -1.948
I 4.798 0.935 -1.611
C 2.008 2.021 -1.762
O 1.733 0.817 -1.440
C 1.036 3.043 -1.966
C -0.405 2.708 -1.706
N -0.528 2.278 -0.319
C -0.196 3.321 0.628
C 0.434 2.754 1.867
C 0.383 3.446 3.074
C 0.980 2.886 4.188
C 1.647 1.677 4.048
C 1.660 1.068 2.805
N 1.056 1.588 1.749
C 1.414 4.333 -2.294
H 4.781 3.954 -2.393
H -0.722 1.873 -2.340
H -1.050 3.580 -1.917
H -1.469 1.942 -0.149
H -1.062 3.943 0.901
H 0.547 3.981 0.163
H -0.144 4.386 3.136
H 0.930 3.382 5.146
H 2.131 1.206 4.888
H 2.162 0.121 2.649
H 0.657 5.093 -2.438
O 0.074 -2.776 -1.988
C -1.219 -3.153 -2.164
C -1.513 -4.299 -2.896
C -2.830 -4.668 -3.108
C -3.865 -3.921 -2.568
C -3.581 -2.805 -1.804
C -2.267 -2.405 -1.603
C -1.932 -1.187 -0.836
O -0.858 -0.557 -1.145
N -2.779 -0.824 0.078
N -2.392 0.172 0.909
C -3.268 0.993 1.295
S -2.886 2.197 2.520
C -4.628 2.635 2.842
C -5.372 2.588 1.529
S -4.946 1.033 0.670
H 0.010 -1.835 -1.653
H -0.701 -4.870 -3.322
H -3.046 -5.536 -3.714
H -4.892 -4.198 -2.758
H -4.361 -2.211 -1.352
H -4.633 3.634 3.276
H -5.039 1.919 3.555
H -5.100 3.425 0.884
H -6.446 2.590 1.698
S -0.355 -3.203 3.985
C -0.866 -1.634 4.458
C -0.808 -0.783 3.400
N -0.371 -1.336 2.244
C -0.112 -2.586 2.390
H -1.167 -1.443 5.467
H -1.087 0.254 3.422
H 0.254 -3.228 1.613
C 2.314 -4.695 -0.988
As 2.998 -2.863 -1.111
C 4.916 -3.205 -0.907
C 2.879 -2.219 -2.941
S 2.410 -1.793 0.578
H 2.853 -5.347 -1.671
H 1.251 -4.723 -1.208
H 2.481 -5.033 0.038
H 5.232 -3.991 -1.593
H 5.118 -3.523 0.119
H 5.482 -2.295 -1.113
H 3.502 -2.865 -3.557
H 3.265 -1.204 -2.974
H 1.856 -2.229 -3.298
*
```

Molecular weight = 995.68 g mol⁻¹
Highest occupied orbital energy = -7.26 eV
LUMO = 0.11 eV


#2
Here is C29H32AsCaI2N5O3S4 as an isolated structure from OMol25. Energies are from ωB97M-V/def2-TZVPD.

Structure (ORCA input):
```
! RIJCOSX wB97M-V def2-TZVPD def2/J DEFGRID3
* xyz 0 1
Ca 0.163 0.599 0.652
I -3.161 7.447 0.101
C -2.229 5.683 0.721
C -2.620 5.063 1.896
C -1.987 3.901 2.291
I -2.616 2.920 4.017
C -0.930 3.307 1.563
O -0.348 2.235 1.989
C -0.581 3.946 0.336
C 0.493 3.408 -0.581
N 0.167 2.112 -1.218
C -1.039 2.103 -2.029
C -2.211 1.295 -1.506
C -3.327 1.175 -2.333
C -4.467 0.567 -1.842
C -4.459 0.074 -0.542
C -3.299 0.203 0.197
N -2.197 0.795 -0.274
C -1.223 5.116 -0.047
H -3.417 5.476 2.500
H 1.441 3.276 -0.051
H 0.640 4.165 -1.360
H 0.978 1.785 -1.740
H -0.807 1.733 -3.029
H -1.416 3.128 -2.136
H -3.298 1.587 -3.334
H -5.353 0.480 -2.458
H -5.329 -0.397 -0.108
H -3.240 -0.169 1.213
H -0.928 5.597 -0.972
O 4.467 1.175 2.215
C 4.223 0.467 3.335
C 5.147 0.589 4.377
C 4.972 -0.101 5.556
C 3.868 -0.933 5.728
C 2.957 -1.061 4.702
C 3.108 -0.375 3.491
C 2.109 -0.554 2.398
O 2.290 0.142 1.324
N 1.159 -1.425 2.625
N 0.265 -1.690 1.573
C -0.432 -2.717 1.863
S -1.700 -3.277 0.775
C -1.848 -4.903 1.564
C -1.672 -4.689 3.054
S -0.201 -3.657 3.325
H 3.713 0.982 1.610
H 5.995 1.244 4.224
H 5.698 0.011 6.351
H 3.725 -1.470 6.655
H 2.091 -1.699 4.811
H -1.083 -5.571 1.170
H -2.833 -5.304 1.327
H -1.522 -5.632 3.578
H -2.545 -4.189 3.474
S 4.701 -0.761 -2.552
C 4.603 0.634 -3.540
C 3.655 1.470 -3.045
N 3.011 1.033 -1.918
C 3.466 -0.129 -1.555
H 5.231 0.779 -4.402
H 3.392 2.427 -3.469
H 3.105 -0.657 -0.684
C -0.165 -4.158 -3.234
As -0.840 -2.358 -3.432
C -1.031 -2.092 -5.340
C -2.651 -2.418 -2.760
S 0.400 -0.926 -2.563
H -0.844 -4.872 -3.699
H -0.069 -4.367 -2.170
H 0.818 -4.216 -3.699
H -1.566 -2.927 -5.791
H -0.040 -1.998 -5.779
H -1.581 -1.166 -5.506
H -3.307 -2.886 -3.493
H -2.978 -1.400 -2.558
H -2.660 -2.984 -1.832
*
```

Molecular weight = 995.68 g mol⁻¹
Highest occupied orbital energy = -7.09 eV
LUMO = -0.09 eV


What should be chosen as the least stable of them? Choose #1.


#1
Here is an isolated ion of composition C3H4Cl2N3 and charge +1 from OMol25. Energies are from ωB97M-V/def2-TZVPD.

Structure (ORCA input):
```
! RIJCOSX wB97M-V def2-TZVPD def2/J DEFGRID3
* xyz 1 1
Cl 0.342 -3.357 -0.290
C 0.174 -1.730 -0.045
N 0.372 -0.884 -1.082
N -0.014 0.442 -1.012
Cl 1.318 1.527 -1.961
C -0.191 1.033 0.287
C -0.357 -0.036 1.362
N -0.205 -1.273 1.168
H -0.890 0.454 -1.679
H -0.838 1.786 0.235
H 0.682 1.631 0.664
H -0.393 0.407 2.353
*
```

Molecular weight = 152.99 g mol⁻¹
Highest occupied orbital energy (alpha / beta) = -15.08 / -15.08 eV
Structure (SMILES) = ClC1=N[N@H+](Cl)CC=N1
LUMO (alpha / beta) = -6.72 / -6.72 eV


#2
Here is a 2-piece molecular cluster, C3H4Cl2N3 overall from OMol25. Energies are from ωB97M-V/def2-TZVPD.

Structure (ORCA input):
```
! RIJCOSX wB97M-V def2-TZVPD def2/J DEFGRID3
* xyz 1 1
C 0.971 0.408 -1.244
C -2.450 1.148 -1.370
C 1.466 -1.445 1.773
N -0.212 0.593 -1.402
N -1.241 1.265 -1.065
N 0.891 -0.463 1.265
Cl 2.450 -0.063 -1.557
Cl 1.506 -1.722 3.496
H -3.173 2.008 -0.914
H -2.714 0.278 -2.038
H 1.960 -2.273 1.200
H 0.546 0.268 1.856
*
```

Molecular weight = 152.99 g mol⁻¹
Highest occupied orbital energy = -14.26 eV
LUMO = -5.20 eV


What should be chosen as the least stable of them? Choose #2.


#1
Here is one molecule with the formula C4H7ClS from OMol25. Energies are from ωB97M-V/def2-TZVPD.

Structure (ORCA input):
```
! RIJCOSX wB97M-V def2-TZVPD def2/J DEFGRID3
* xyz 0 1
C 0.113 0.040 -2.640
S 0.749 -0.592 -1.040
C -0.396 0.121 0.051
C -0.430 0.135 1.349
C 0.542 -0.456 2.251
Cl -1.774 1.066 2.081
H 0.869 0.034 -3.401
H -0.781 -0.466 -3.025
H -0.242 1.109 -2.512
H -1.073 0.786 -0.479
H 1.109 -1.212 1.664
H 0.059 -0.868 3.145
H 1.257 0.301 2.556
*
```

Molecular weight = 122.62 g mol⁻¹
Highest occupied orbital energy = -8.23 eV
Structure (SMILES) = CS/C=C(\C)Cl
LUMO = 0.87 eV


#2
Here is one molecule with the formula C4H7ClS from OMol25. Energies are from ωB97M-V/def2-TZVPD.

Structure (ORCA input):
```
! RIJCOSX wB97M-V def2-TZVPD def2/J DEFGRID3
* xyz 0 1
C 0.247 1.596 0.797
C 0.733 -0.004 -0.024
Cl 2.352 -0.431 0.379
C 0.051 -0.282 -1.358
C -0.175 -1.166 -0.061
S -1.949 -0.899 0.478
H 1.058 2.164 1.292
H -0.606 1.357 1.509
H -0.026 2.198 -0.104
H 0.725 -0.771 -2.202
H -0.746 0.388 -1.732
H 0.226 -2.093 0.021
H -1.892 -2.055 1.005
*
```

Molecular weight = 122.62 g mol⁻¹
Highest occupied orbital energy = -8.95 eV
Structure (SMILES) = C[C@]1(Cl)C[C@@H]1S
LUMO = 0.77 eV


What should be chosen as the least stable of them? Choose #2.


#1
Here is a 4-piece molecular cluster, CH8O5 overall from OMol25. Energies are from ωB97M-V/def2-TZVPD.

Structure (ORCA input):
```
! RIJCOSX wB97M-V def2-TZVPD def2/J DEFGRID3
* xyz 0 1
O 0.084 -1.323 0.818
C 0.704 -2.060 0.093
O 0.858 -1.883 -1.200
H 1.198 -2.949 0.503
H 0.537 -0.980 -1.432
O 0.632 0.742 -1.942
H 0.602 1.319 -1.162
H 0.946 1.266 -2.681
O 0.517 1.788 0.786
H 1.249 1.620 1.387
H -0.185 1.210 1.118
O -2.120 0.538 1.478
H -1.954 0.109 0.628
H -3.069 0.602 1.606
*
```

Molecular weight = 100.07 g mol⁻¹
Highest occupied orbital energy = -10.63 eV
Structure (SMILES) = O=CO.O.O.O
LUMO = 0.63 eV


#2
Here is a 4-piece molecular cluster, CH8O5 overall from OMol25. Energies are from ωB97M-V/def2-TZVPD.

Structure (ORCA input):
```
! RIJCOSX wB97M-V def2-TZVPD def2/J DEFGRID3
* xyz 0 1
O 2.500 2.071 -1.222
C 2.753 1.775 -0.091
O 2.012 0.956 0.673
H 3.651 2.117 0.437
H 1.106 0.974 0.318
O -0.561 -1.832 1.456
H -1.038 -2.310 0.765
H 0.008 -2.479 1.882
O -2.963 -1.326 -0.041
H -2.391 -0.662 0.372
H -3.102 -0.922 -0.905
O -0.734 0.778 -0.900
H -0.898 0.965 -1.831
H -0.343 -0.105 -0.913
*
```

Molecular weight = 100.07 g mol⁻¹
Highest occupied orbital energy = -10.75 eV
Structure (SMILES) = O=CO.O.O.O
LUMO = 0.37 eV


What should be chosen as the least stable of them? Choose #2.


#1
Here is CH4ClN2O as an isolated structure from OMol25. Energies are from ωB97M-V/def2-TZVPD.

Structure (ORCA input):
```
! RIJCOSX wB97M-V def2-TZVPD def2/J DEFGRID3
* xyz 1 1
C -0.958 -0.138 1.314
N 0.945 0.084 -1.084
N 1.034 0.442 -2.120
O 1.054 0.772 -3.208
Cl 0.654 -0.819 1.538
H -1.367 0.499 2.014
H -1.710 -0.958 0.901
H -0.748 0.488 0.492
H 1.095 -0.370 0.152
*
```

Molecular weight = 95.51 g mol⁻¹
Highest occupied orbital energy = -17.23 eV
LUMO = -4.02 eV


#2
Here is a 2-piece molecular cluster, CH4ClN2O overall from OMol25. Energies are from ωB97M-V/def2-TZVPD.

Structure (ORCA input):
```
! RIJCOSX wB97M-V def2-TZVPD def2/J DEFGRID3
* xyz 1 1
C -0.949 -0.097 0.010
N -0.904 1.095 0.039
N -1.001 -1.354 -0.111
O 1.305 -0.391 0.009
Cl 2.472 0.558 0.113
H -0.717 2.058 -0.118
H 1.925 1.671 0.620
H -1.950 -1.792 0.081
H -0.181 -1.749 -0.643
*
```

Molecular weight = 95.51 g mol⁻¹
Highest occupied orbital energy = -14.15 eV
LUMO = -4.16 eV


What should be chosen as the least stable of them? Choose #2.